Record 1
Below is C15H24F9N3NbO2Tl as an isolated structure in a non-equilibrium geometry, with properties calculated with ωB97M-V/def2-TZVPD.

Structure (ORCA input):
```
! RIJCOSX wB97M-V def2-TZVPD def2/J DEFGRID3
* xyz 2 1
N -2.001 0.469 -0.079
C -2.846 1.346 -0.053
O -3.696 2.159 -0.022
Tl -2.092 -2.525 -0.734
Nb -0.047 -0.006 -0.223
N 0.049 -0.565 -2.145
N -0.029 -1.563 0.993
C -0.142 0.393 -3.264
C -0.562 -2.236 2.193
C -1.488 0.092 -3.921
C 0.996 0.238 -4.274
C -0.153 1.833 -2.757
C -0.482 -3.751 2.021
C 0.268 -1.826 3.410
C -1.994 -1.767 2.436
H -1.529 -0.939 -4.291
H -1.635 0.775 -4.771
H -2.306 0.242 -3.200
H 1.971 0.348 -3.782
H 0.907 1.021 -5.037
H 0.966 -0.730 -4.788
H -0.989 2.020 -2.063
H -0.297 2.487 -3.630
H 0.807 2.112 -2.294
H -0.979 -4.111 1.108
H -0.975 -4.223 2.881
H 0.563 -4.087 1.991
H 1.290 -2.217 3.354
H -0.200 -2.233 4.316
H 0.308 -0.737 3.488
H -2.044 -0.670 2.488
H -2.320 -2.185 3.403
H -2.716 -2.123 1.686
C 1.403 -1.866 0.640
H 1.814 -1.092 -0.069
H 2.061 -1.845 1.521
H 1.487 -2.847 0.146
C 0.409 -1.934 -2.574
H 1.455 -1.986 -2.920
H 0.330 -2.661 -1.747
H -0.250 -2.274 -3.387
F -0.091 4.296 0.173
C -0.127 3.627 1.348
F -0.075 4.521 2.362
F -1.335 2.991 1.392
C 0.987 2.575 1.436
O 0.742 1.566 0.452
C 2.397 3.111 1.142
F 2.846 3.949 2.107
F 3.254 2.066 1.030
F 2.408 3.760 -0.046
C 0.940 1.934 2.814
F 1.169 2.787 3.827
F -0.287 1.354 3.021
F 1.856 0.922 2.891
*
```

The value obtained for the HOMO energy (alpha / beta) is -16.48 / -16.48 eV. The HOMO-LUMO gap (alpha / beta) is 8.1 / 8.1 eV. As for the calculated total energy: -55198.12449 eV.

Okay, here come the natural (NBO) numbers, in e, for every atom: atom 1 (N): -0.913, atom 2 (C): 0.919, atom 3 (O): -0.391, atom 4 (Tl): 0.949, atom 5 (Nb): 1.988, atom 6 (N): -0.640, atom 7 (N): -0.654, atom 8 (C): 0.109, atom 9 (C): 0.104, atom 10 (C): -0.618, atom 11 (C): -0.632, atom 12 (C): -0.647, atom 13 (C): -0.616, atom 14 (C): -0.633, atom 15 (C): -0.612, atom 16 (H): 0.213, atom 17 (H): 0.259, atom 18 (H): 0.210, atom 19 (H): 0.224, atom 20 (H): 0.254, atom 21 (H): 0.225, atom 22 (H): 0.215, atom 23 (H): 0.276, atom 24 (H): 0.235, atom 25 (H): 0.176, atom 26 (H): 0.267, atom 27 (H): 0.235, atom 28 (H): 0.218, atom 29 (H): 0.254, atom 30 (H): 0.236, atom 31 (H): 0.241, atom 32 (H): 0.267, atom 33 (H): 0.169, atom 34 (C): -0.435, atom 35 (H): 0.207, atom 36 (H): 0.275, atom 37 (H): 0.243, atom 38 (C): -0.451, atom 39 (H): 0.254, atom 40 (H): 0.181, atom 41 (H): 0.240, atom 42 (F): -0.287, atom 43 (C): 0.976, atom 44 (F): -0.270, atom 45 (F): -0.316, atom 46 (C): -0.002, atom 47 (O): -0.711, atom 48 (C): 0.985, atom 49 (F): -0.276, atom 50 (F): -0.301, atom 51 (F): -0.291, atom 52 (C): 0.973, atom 53 (F): -0.260, atom 54 (F): -0.315, atom 55 (F): -0.310


Record 2
Below is an isolated ion of composition C4H12N3 and charge +1 in a non-equilibrium geometry, with properties calculated with ωB97M-V/def2-TZVPD.

Structure (ORCA input):
```
! RIJCOSX wB97M-V def2-TZVPD def2/J DEFGRID3
* xyz 1 1
N 1.530 -0.650 2.342
C 0.606 -1.257 1.427
C -0.214 -0.640 0.487
N -0.823 0.552 1.111
C -0.549 -0.757 -0.943
C 0.009 0.383 -1.937
N -0.728 1.600 -1.529
H 2.364 -0.285 1.889
H 1.911 -1.273 3.050
H 0.855 -2.318 1.214
H -0.129 0.818 1.864
H -0.796 1.173 0.208
H -1.850 0.557 1.421
H -1.612 -0.799 -0.987
H -0.095 -1.737 -1.319
H 1.131 0.373 -1.763
H -0.246 -0.033 -2.888
H -1.382 1.984 -2.236
H 0.017 2.308 -1.411
*
```

Its relative energy (zero: lowest compared OMol25 entry of this formula, charge and spin) is 73.5 kcal per mole. The SMILES is N/C=C(\[NH3+])CCN. The value obtained for the HOMO energy is -12.75 eV. The HOMO-LUMO gap is 9.2 eV. As for the calculated total energy: -8804.54677 eV.

Okay, here come the natural (NBO) numbers, in e, for every atom: atom 1 (N): -0.870, atom 2 (C): 0.021, atom 3 (C): 0.103, atom 4 (N): -0.789, atom 5 (C): -0.472, atom 6 (C): -0.209, atom 7 (N): -0.880, atom 8 (H): 0.399, atom 9 (H): 0.402, atom 10 (H): 0.194, atom 11 (H): 0.464, atom 12 (H): 0.468, atom 13 (H): 0.447, atom 14 (H): 0.223, atom 15 (H): 0.254, atom 16 (H): 0.215, atom 17 (H): 0.226, atom 18 (H): 0.414, atom 19 (H): 0.389


Record 3
Below is one molecule with the formula C12H10N2 in a non-equilibrium geometry, with properties calculated with ωB97M-V/def2-TZVPD.

Structure (ORCA input):
```
! RIJCOSX wB97M-V def2-TZVPD def2/J DEFGRID3
* xyz 0 1
C -1.244 3.107 -0.795
N -1.573 1.688 -0.318
C -2.744 1.278 0.189
C -2.877 0.163 1.114
C -1.769 -0.603 1.355
C -0.664 -0.362 0.453
C 0.689 -0.858 0.336
C 1.043 -2.172 0.706
C 2.166 -2.583 0.289
C 2.973 -1.991 -0.746
C 2.737 -0.515 -0.973
C 1.457 -0.029 -0.398
N 0.740 1.083 -0.801
C -0.436 0.961 -0.274
H -0.922 3.060 -1.895
H -2.065 3.864 -0.882
H -0.540 3.801 0.007
H -3.515 1.917 -0.148
H -3.720 0.208 1.801
H -1.878 -1.489 2.055
H 0.809 -2.773 1.775
H 2.516 -3.611 0.681
H 3.928 -2.756 -1.281
H 3.230 0.009 -1.807
*
```

Its relative energy (zero: lowest compared OMol25 entry of this formula, charge and spin) is 103.2 kcal per mole. The SMILES is Cn1cccc2c3ccccc3nc1-2. The value obtained for the HOMO energy is -7.63 eV. The HOMO-LUMO gap is 7.5 eV. As for the calculated total energy: -15581.26316 eV.

Okay, here come the natural (NBO) numbers, in e, for every atom: atom 1 (C): -0.451, atom 2 (N): -0.320, atom 3 (C): 0.067, atom 4 (C): -0.307, atom 5 (C): -0.156, atom 6 (C): -0.078, atom 7 (C): -0.145, atom 8 (C): -0.185, atom 9 (C): -0.264, atom 10 (C): -0.191, atom 11 (C): -0.215, atom 12 (C): 0.145, atom 13 (N): -0.522, atom 14 (C): 0.368, atom 15 (H): 0.244, atom 16 (H): 0.219, atom 17 (H): 0.246, atom 18 (H): 0.208, atom 19 (H): 0.232, atom 20 (H): 0.234, atom 21 (H): 0.216, atom 22 (H): 0.199, atom 23 (H): 0.229, atom 24 (H): 0.227


Record 4
Below is a 14-piece molecular cluster, C56H154N14O14 overall in a non-equilibrium geometry, with properties calculated with ωB97M-V/def2-TZVPD.

Structure (ORCA input):
```
! RIJCOSX wB97M-V def2-TZVPD def2/J DEFGRID3
* xyz 0 1
C 15.631 24.226 9.116
C 15.622 23.837 10.587
C 15.060 22.471 10.832
O 14.964 22.182 12.233
C 14.593 20.856 12.396
N 16.942 23.892 11.166
H 15.837 25.298 9.053
H 14.673 24.023 8.600
H 16.432 23.741 8.531
H 14.865 24.424 11.134
H 15.770 21.714 10.418
H 14.083 22.390 10.264
H 15.322 20.123 12.016
H 13.713 20.665 11.800
H 14.467 20.591 13.439
H 17.234 24.850 11.287
H 16.884 23.316 11.961
C 14.251 26.453 18.847
C 15.267 27.488 18.329
C 14.557 28.601 17.621
O 15.510 29.654 17.327
C 14.957 30.906 17.013
N 16.125 27.907 19.537
H 14.770 25.501 19.036
H 13.421 26.258 18.133
H 13.806 26.780 19.808
H 15.982 27.048 17.677
H 13.760 28.912 18.294
H 14.057 28.329 16.692
H 14.352 31.238 17.869
H 14.349 30.723 16.091
H 15.850 31.506 16.829
H 15.455 28.270 20.263
H 16.560 28.781 19.244
C 17.134 15.120 15.171
C 16.737 13.771 14.594
C 16.922 12.737 15.694
O 18.310 12.499 16.023
C 18.377 11.764 17.241
N 15.350 13.780 14.130
H 18.016 14.910 15.750
H 16.346 15.415 15.856
H 17.288 15.933 14.451
H 17.338 13.465 13.746
H 16.535 11.713 15.482
H 16.477 13.087 16.596
H 19.432 11.513 17.446
H 17.828 10.865 17.163
H 17.954 12.309 18.064
H 14.740 13.758 14.934
H 15.191 12.932 13.620
C 14.798 25.214 14.158
C 14.964 26.703 14.288
C 15.813 27.375 13.203
O 16.981 26.618 12.903
C 17.882 26.413 13.953
N 13.615 27.301 14.199
H 15.788 24.801 14.026
H 14.096 25.074 13.317
H 14.300 24.879 15.090
H 15.392 27.002 15.264
H 16.209 28.371 13.398
H 15.325 27.256 12.227
H 18.866 26.220 13.517
H 17.571 25.520 14.526
H 17.930 27.312 14.621
H 12.970 26.910 14.922
H 13.759 28.298 14.436
C 17.242 18.569 10.480
C 18.049 17.992 11.733
C 17.736 18.745 13.045
O 17.834 20.133 12.807
C 17.706 20.906 13.944
N 17.743 16.626 12.100
H 17.463 17.983 9.616
H 17.511 19.594 10.266
H 16.144 18.507 10.682
H 19.154 18.037 11.568
H 18.382 18.456 13.886
H 16.726 18.444 13.375
H 18.058 21.861 13.628
H 18.274 20.439 14.774
H 16.657 20.965 14.304
H 16.796 16.385 11.910
H 18.292 15.953 11.583
C 10.223 19.128 17.556
C 10.522 19.844 16.268
C 9.613 19.196 15.192
O 9.938 17.805 15.139
C 9.050 17.155 14.285
N 10.192 21.259 16.522
H 9.223 19.220 17.978
H 10.817 19.546 18.317
H 10.508 18.074 17.600
H 11.582 19.738 16.063
H 9.668 19.623 14.174
H 8.584 19.287 15.539
H 9.268 16.060 14.311
H 9.187 17.450 13.253
H 8.011 17.356 14.602
H 9.188 21.338 16.665
H 10.335 21.815 15.703
C 11.426 25.582 21.508
C 11.985 24.346 20.772
C 12.040 23.158 21.693
O 12.630 22.052 21.032
C 12.640 20.834 21.794
N 11.147 24.256 19.570
H 10.389 25.402 21.831
H 11.442 26.373 20.796
H 11.929 25.799 22.436
H 12.989 24.710 20.468
H 11.058 22.836 21.981
H 12.636 23.394 22.569
H 11.635 20.391 21.845
H 13.055 21.071 22.759
H 13.266 20.115 21.295
H 10.205 24.248 19.922
H 11.406 23.432 19.042
C 16.134 22.091 22.522
C 16.478 22.466 21.065
C 16.603 21.232 20.239
O 17.502 20.359 20.859
C 17.760 19.162 20.177
N 15.476 23.332 20.402
H 16.976 21.549 23.030
H 15.229 21.461 22.538
H 15.918 22.966 23.083
H 17.393 23.034 21.110
H 16.879 21.445 19.199
H 15.580 20.780 20.122
H 18.560 18.726 20.759
H 17.963 19.246 19.123
H 16.930 18.403 20.216
H 14.589 22.948 20.783
H 15.590 24.301 20.622
C 10.055 25.487 15.261
C 10.955 24.440 15.857
C 11.638 23.632 14.734
O 10.696 22.944 13.953
C 11.256 21.845 13.221
N 12.040 25.148 16.556
H 9.789 26.188 16.062
H 9.102 25.020 14.922
H 10.639 26.002 14.461
H 10.389 23.780 16.562
H 12.419 23.009 15.183
H 12.123 24.359 14.063
H 12.251 22.115 12.845
H 10.609 21.686 12.335
H 11.335 20.916 13.766
H 11.613 25.627 17.368
H 12.614 24.457 17.051
C 20.481 21.304 16.047
C 20.923 20.042 16.820
C 19.976 18.842 16.560
O 19.898 17.988 17.705
C 19.485 16.697 17.471
N 22.453 19.775 16.538
H 20.674 21.201 14.970
H 21.023 22.165 16.415
H 19.456 21.564 16.161
H 20.943 20.179 17.916
H 20.393 18.221 15.749
H 18.945 19.176 16.382
H 20.003 16.048 18.173
H 19.805 16.482 16.456
H 18.407 16.582 17.604
H 22.570 19.854 15.514
H 22.925 20.586 16.899
C 13.782 17.724 14.426
C 13.237 17.442 13.046
C 12.724 16.056 13.072
O 12.071 15.771 11.787
C 11.724 14.415 11.665
N 12.167 18.436 12.659
H 13.082 17.378 15.184
H 14.019 18.751 14.578
H 14.694 17.100 14.570
H 14.071 17.562 12.334
H 11.930 15.932 13.878
H 13.547 15.377 13.314
H 11.401 14.273 10.643
H 10.888 14.153 12.307
H 12.568 13.701 11.853
H 11.650 18.090 11.864
H 11.493 18.527 13.421
C 12.934 15.802 17.519
C 14.233 14.970 17.571
C 15.002 15.217 18.850
O 16.135 14.365 18.866
C 17.090 14.550 19.916
N 14.021 13.595 17.258
H 12.244 15.656 18.391
H 12.429 15.457 16.606
H 13.165 16.826 17.421
H 14.766 15.392 16.695
H 14.405 15.031 19.770
H 15.266 16.271 19.036
H 17.870 13.869 19.651
H 16.652 14.398 20.891
H 17.473 15.566 19.864
H 13.241 13.213 17.810
H 14.781 12.999 17.463
C 18.090 24.482 18.054
C 19.244 24.817 19.048
C 20.445 25.615 18.511
O 20.835 25.102 17.286
C 21.916 25.720 16.637
N 18.761 25.504 20.259
H 17.676 25.377 17.581
H 17.305 23.950 18.609
H 18.485 23.887 17.224
H 19.609 23.868 19.413
H 21.243 25.473 19.241
H 20.224 26.672 18.461
H 22.236 25.046 15.867
H 22.739 25.865 17.337
H 21.679 26.701 16.160
H 18.090 26.181 19.847
H 18.201 24.795 20.688
C 15.234 22.393 16.921
C 14.028 21.480 16.886
C 14.358 20.083 17.261
O 15.501 19.612 16.546
C 15.808 18.276 16.805
N 13.002 22.087 17.810
H 15.557 22.453 17.973
H 14.919 23.359 16.593
H 15.982 21.981 16.260
H 13.574 21.496 15.866
H 13.558 19.401 16.982
H 14.498 20.025 18.352
H 14.991 17.624 16.528
H 16.161 18.132 17.816
H 16.537 18.040 16.028
H 12.105 21.689 17.584
H 13.231 21.852 18.787
*
```

Its relative energy (zero: lowest compared OMol25 entry of this formula, charge and spin) is 66.0 kcal per mole. The value obtained for the HOMO energy is -8.46 eV. The HOMO-LUMO gap is 8.8 eV. As for the calculated total energy: -110087.73522 eV.

Mulliken population analysis, charges in e, atoms 1 to 99: atom 1 (C): -1.636, atom 2 (C): 1.620, atom 3 (C): -1.236, atom 4 (O): 1.172, atom 5 (C): -1.099, atom 6 (N): -0.625, atom 7 (H): 0.416, atom 8 (H): 0.369, atom 9 (H): 0.353, atom 10 (H): -0.387, atom 11 (H): 0.018, atom 12 (H): 0.307, atom 13 (H): -0.284, atom 14 (H): 1.013, atom 15 (H): -0.478, atom 16 (H): 0.307, atom 17 (H): 0.011, atom 18 (C): 0.380, atom 19 (C): 1.433, atom 20 (C): -1.077, atom 21 (O): -0.356, atom 22 (C): -0.818, atom 23 (N): -0.807, atom 24 (H): -0.482, atom 25 (H): -0.456, atom 26 (H): 0.550, atom 27 (H): -0.516, atom 28 (H): 0.706, atom 29 (H): 0.107, atom 30 (H): 0.314, atom 31 (H): 0.257, atom 32 (H): 0.256, atom 33 (H): 0.330, atom 34 (H): 0.273, atom 35 (C): -0.341, atom 36 (C): 0.008, atom 37 (C): -0.246, atom 38 (O): -0.395, atom 39 (C): -0.552, atom 40 (N): -0.363, atom 41 (H): 0.640, atom 42 (H): -0.368, atom 43 (H): -0.410, atom 44 (H): 0.484, atom 45 (H): 0.403, atom 46 (H): -0.310, atom 47 (H): 0.270, atom 48 (H): 0.403, atom 49 (H): 0.017, atom 50 (H): 0.113, atom 51 (H): 0.311, atom 52 (C): 0.658, atom 53 (C): 2.219, atom 54 (C): -1.581, atom 55 (O): -0.263, atom 56 (C): -0.457, atom 57 (N): -0.771, atom 58 (H): 0.160, atom 59 (H): -0.099, atom 60 (H): -0.875, atom 61 (H): -0.777, atom 62 (H): 0.305, atom 63 (H): 0.377, atom 64 (H): 0.302, atom 65 (H): 0.091, atom 66 (H): 0.272, atom 67 (H): 0.193, atom 68 (H): 0.319, atom 69 (C): -1.305, atom 70 (C): -0.121, atom 71 (C): 0.879, atom 72 (O): -0.495, atom 73 (C): 1.298, atom 74 (N): -0.315, atom 75 (H): 0.492, atom 76 (H): 0.311, atom 77 (H): 0.163, atom 78 (H): 0.375, atom 79 (H): 0.005, atom 80 (H): -0.634, atom 81 (H): 0.788, atom 82 (H): -1.461, atom 83 (H): -0.443, atom 84 (H): 0.103, atom 85 (H): 0.280, atom 86 (C): -1.863, atom 87 (C): 2.130, atom 88 (C): -1.211, atom 89 (O): -0.216, atom 90 (C): -0.893, atom 91 (N): -0.362, atom 92 (H): 0.434, atom 93 (H): 0.462, atom 94 (H): 0.276, atom 95 (H): -1.288, atom 96 (H): 0.324, atom 97 (H): 0.771, atom 98 (H): 0.212, atom 99 (H): 0.318


Record 5
Below is one molecule with the formula C5H8O, with properties calculated with ωB97M-V/def2-TZVPD.

Structure (ORCA input):
```
! RIJCOSX wB97M-V def2-TZVPD def2/J DEFGRID3
* xyz 0 1
O -0.623 2.451 -0.283
C -0.321 1.304 -0.055
C -1.294 0.161 0.226
C -0.521 -1.069 -0.262
C 0.927 -0.764 0.159
C 1.103 0.743 -0.090
H -1.478 0.106 1.309
H -2.251 0.352 -0.264
H -0.864 -2.022 0.151
H -0.604 -1.133 -1.354
H 1.653 -1.404 -0.353
H 1.013 -0.973 1.232
H 1.726 1.253 0.653
H 1.533 0.995 -1.069
*
```

Its relative energy (zero: lowest compared OMol25 entry of this formula, charge and spin) is 0.5 kcal per mole. The SMILES is O=C1CCCC1. The value obtained for the HOMO energy is -9.41 eV. The HOMO-LUMO gap is 10.4 eV. As for the calculated total energy: -7362.23423 eV.

Okay, here come the natural (NBO) numbers, in e, for every atom: atom 1 (O): -0.531, atom 2 (C): 0.611, atom 3 (C): -0.525, atom 4 (C): -0.397, atom 5 (C): -0.402, atom 6 (C): -0.533, atom 7 (H): 0.230, atom 8 (H): 0.237, atom 9 (H): 0.215, atom 10 (H): 0.201, atom 11 (H): 0.217, atom 12 (H): 0.200, atom 13 (H): 0.240, atom 14 (H): 0.237